{
  "formula": "C44H49FMgN8O3",
  "method": "ωB97M-V/def2-TZVPD",
  "lumo_ev": -4.49,
  "total_charge": 2,
  "gap_ha": 0.2662,
  "largest_force_ha_per_bohr": 0.005,
  "homo_energy_ev": -11.736,
  "elements": ["Mg", "C", "N", "C", "C", "C", "C", "C", "C", "N", "C", "C", "C", "C", "C", "C", "N", "C", "C", "C", "C", "C", "N", "H", "H", "H", "H", "H", "H", "H", "H", "H", "H", "H", "H", "H", "H", "H", "H", "H", "H", "F", "C", "C", "C", "C", "O", "C", "C", "N", "C", "C", "C", "C", "C", "C", "N", "C", "C", "N", "C", "C", "C", "O", "O", "H", "H", "H", "H", "H", "H", "H", "H", "H", "H", "H", "H", "H", "H", "H", "H", "H", "H", "C", "N", "C", "C", "C", "C", "C", "C", "C", "C", "H", "H", "H", "H", "H", "H", "H", "H", "H", "H", "H", "H", "H"],
  "xyz": [[1.28306, 0.30872, -1.53657], [3.32507, 0.81326, -3.95870], [2.69804, 1.66305, -2.93655], [2.24553, 2.93115, -3.53814], [1.00623, 2.93340, -4.40520], [0.23254, 4.09264, -4.41510], [-0.87125, 4.16545, -5.24055], [-1.17391, 3.07428, -6.04182], [-0.34622, 1.97071, -5.96946], [0.72185, 1.88811, -5.17457], [3.68410, 2.01516, -1.89515], [3.00218, 2.62704, -0.69574], [3.64004, 3.56275, 0.10394], [2.97575, 4.06318, 1.20921], [1.68636, 3.62624, 1.47718], [1.12075, 2.69494, 0.62736], [1.76244, 2.20146, -0.43319], [3.40214, -0.63878, -3.56157], [4.48986, -1.41791, -3.93840], [4.50891, -2.75882, -3.60440], [3.44547, -3.28561, -2.88447], [2.41491, -2.43765, -2.53520], [2.37376, -1.14832, -2.88153], [4.32925, 1.17871, -4.20931], [2.71313, 0.88163, -4.85766], [3.07246, 3.36173, -4.12495], [2.06027, 3.62974, -2.72252], [0.49539, 4.92218, -3.77090], [-1.48676, 5.05506, -5.26033], [-2.02076, 3.08341, -6.71375], [-0.53887, 1.10579, -6.59745], [4.43655, 2.71015, -2.29050], [4.18856, 1.10559, -1.56354], [4.64411, 3.88380, -0.13790], [3.45485, 4.79136, 1.85014], [1.12725, 4.00392, 2.32159], [0.11301, 2.32407, 0.78301], [5.31256, -0.96671, -4.47667], [5.34790, -3.38178, -3.88441], [3.42812, -4.32216, -2.57963], [1.58890, -2.79503, -1.92827], [-3.88086, -1.74017, 2.65305], [-2.57114, -1.59575, 2.96343], [-1.67262, -1.27165, 1.99542], [-0.32634, -1.07518, 2.33449], [0.63410, -0.73381, 1.27659], [0.22930, -0.62260, 0.10061], [1.97936, -0.53554, 1.71695], [2.27761, -0.66383, 3.03800], [1.38966, -0.96462, 4.01041], [1.84078, -1.11661, 5.37706], [1.40089, -0.10828, 6.40027], [2.82180, -0.12874, 5.92158], [0.06729, -1.19653, 3.67175], [-0.87288, -1.56953, 4.64774], [-2.19433, -1.76865, 4.30703], [-3.17984, -2.09352, 5.25660], [-4.00211, -3.26981, 5.07753], [-5.40897, -2.97841, 5.56108], [-5.33324, -2.53680, 7.00317], [-4.40061, -1.36829, 7.20447], [-3.03214, -1.71296, 6.63734], [3.12754, -0.18824, 0.78450], [4.16799, 0.22336, 1.28470], [2.89047, -0.37057, -0.45324], [-1.98001, -1.13125, 0.96696], [3.30256, -0.50931, 3.34790], [1.94001, -2.14984, 5.68837], [1.18345, -0.46102, 7.39905], [0.77852, 0.70368, 6.04814], [3.58833, -0.50869, 6.58027], [3.13758, 0.67858, 5.27617], [-0.55307, -1.71252, 5.66910], [-3.59249, -4.12852, 5.63521], [-4.04423, -3.55513, 4.03089], [-6.05633, -3.85230, 5.52098], [-5.84996, -2.15678, 4.99994], [-5.00775, -3.32344, 7.57084], [-6.26498, -2.29885, 7.34567], [-4.36660, -1.15705, 8.27172], [-4.83877, -0.52645, 6.67208], [-2.57016, -2.50602, 7.24868], [-2.40170, -0.82909, 6.71812], [-2.52059, -1.19856, -5.24622], [-1.42009, -1.79506, -4.44199], [-0.09016, -1.34002, -4.93683], [-1.58474, -1.55739, -2.93297], [-1.83567, -0.11901, -2.58951], [-3.17275, 0.29667, -2.56744], [-3.49459, 1.61629, -2.31168], [-2.46000, 2.51202, -2.07371], [-1.14452, 2.06823, -2.06395], [-0.75522, 0.73647, -2.30482], [-2.39702, -1.51162, -6.28027], [-2.45885, -0.11746, -5.16113], [-3.47640, -1.54260, -4.86042], [-1.46479, -2.80390, -4.57473], [0.07376, -0.31588, -4.60604], [-0.08060, -1.40705, -6.02266], [0.67387, -1.98410, -4.51441], [-0.66238, -1.92346, -2.48281], [-2.41551, -2.20246, -2.64191], [-3.97132, -0.41911, -2.74399], [-4.52724, 1.93938, -2.29455], [-2.68388, 3.55461, -1.87711], [-0.38097, 2.80880, -1.83987]]
}